(w)
DFT (ωB97M-V with the def2-TZVPD basis set) results for a molecular structure, C4H6N2O.

The geometry in XYZ format:
```
13
Properties=species:S:1:pos:R:3
H -1.672 -1.105 -1.205
C 0.011 -0.075 -0.125
N -1.699 0.780 0.019
H 1.553 -1.765 -1.097
H -0.323 0.953 2.875
C -1.143 -0.401 -0.574
H 2.913 -0.613 -1.232
C -1.508 1.012 1.338
H 1.438 -0.396 -2.249
O 1.296 0.084 -0.218
H -2.392 1.340 1.894
N -0.335 0.897 1.856
C 1.831 -0.723 -1.282
```

Output
- total charge = 0
- LUMO level (eV) = 0.83

=====

(x)
DFT (ωB97M-V with the def2-TZVPD basis set) results for a single C4H6N2O molecule.

The geometry in XYZ format:
```
13
Properties=species:S:1:pos:R:3
C 0.688 -1.063 0.215
C 0.102 0.988 1.456
H 1.165 1.625 1.281
C 0.141 -0.512 -0.999
O 0.270 -1.156 -2.109
H 1.421 -1.908 0.192
H -1.938 0.992 1.016
H -0.632 1.341 -1.584
N -0.936 1.226 0.542
H -0.028 1.464 2.470
C 0.493 -0.424 1.470
H 0.961 -0.781 2.472
N -0.729 0.571 -0.803
```

Output
- total charge = 0
- LUMO level (eV) = -0.15

=====

Most favorable structure: (x). The second most favorable one is 0.0824 hartree above it.

=====

(w)
DFT (ωB97M-V with the def2-TZVPD basis set) results for 2 unconnected molecules or ions with the total composition C4H6N2O.

The geometry in XYZ format:
```
13
Properties=species:S:1:pos:R:3
H 0.717 1.328 2.156
O 1.181 1.282 -0.881
H 1.204 0.788 2.317
H 2.687 -0.830 -0.832
C -1.677 -0.492 -0.649
N 1.735 -1.072 -0.559
N -1.333 -0.310 0.745
C -0.053 1.689 -0.493
C 0.961 -0.098 -0.585
C -0.448 0.244 -0.252
H -0.912 -1.147 1.145
H -2.534 0.080 -0.991
H -1.528 -1.462 -1.120
```

Output
- total charge = 0
- LUMO level (eV) = 0.13

=====

(x)
DFT (ωB97M-V with the def2-TZVPD basis set) results for 2 unconnected molecules or ions with the total composition C4H6N2O.

The geometry in XYZ format:
```
13
Properties=species:S:1:pos:R:3
H -1.606 -0.262 -0.363
C 0.532 0.328 0.435
H -0.797 -0.593 -2.275
H 1.049 0.978 2.289
H 0.629 -1.620 1.469
H 0.631 2.197 1.212
C 0.542 -1.045 0.557
C -0.260 -1.400 -0.571
N -0.031 -0.507 -1.615
N 1.004 1.265 1.323
O -1.542 -1.570 -0.440
C -0.174 0.674 -0.786
H -0.018 1.642 -1.259
```

Output
- total charge = 0
- LUMO level (eV) = 0.36

=====

(y)
DFT (ωB97M-V with the def2-TZVPD basis set) results for a single C4H6N2O molecule.

The geometry in XYZ format:
```
13
Properties=species:S:1:pos:R:3
H 1.874 0.176 0.814
C 0.839 -0.647 -0.824
C -0.388 1.153 -1.829
H 0.216 1.074 0.308
O 0.065 -0.522 1.578
H 1.858 -1.103 -0.898
N -1.142 2.088 -1.957
C -1.184 -0.336 1.596
N 0.441 0.228 -1.794
H 0.103 -1.547 -0.772
H -1.721 -1.021 2.241
H -1.774 0.335 0.957
C 0.812 0.123 0.581
```

Output
- total charge = 0
- LUMO level (spin up / spin down) (eV) = 0.58 / -2.40

=====

Most favorable structure: (x). The second most favorable one is 0.0416 hartree above it.

=====

(w)
DFT (ωB97M-V with the def2-TZVPD basis set) results for a molecular structure, C6H12N3.

The geometry in XYZ format:
```
21
Properties=species:S:1:pos:R:3
N -1.273 0.332 0.031
C 3.211 -1.247 -0.082
C -2.705 0.605 0.068
H 4.001 -0.788 -0.673
H -3.038 1.077 0.989
N 2.056 -0.380 -0.037
H 1.181 -0.822 0.190
H 3.598 -1.450 0.919
H -0.680 -1.726 -0.170
H -3.050 1.180 -0.788
N 1.134 1.779 0.051
H -0.675 2.182 -0.718
H -0.603 2.032 1.052
H 2.937 -2.191 -0.545
H -3.381 -1.276 -0.946
C -2.894 -0.923 -0.038
C -1.410 -0.943 -0.070
H -3.350 -1.403 0.826
H 3.087 1.396 -0.132
C 2.102 0.959 -0.036
C -0.247 1.606 0.108
```

Output
- total charge = +1
- LUMO level (eV) = -4.07

=====

(x)
DFT (ωB97M-V with the def2-TZVPD basis set) results for 2 unconnected molecules or ions with the total composition C6H12N3.

The geometry in XYZ format:
```
21
Properties=species:S:1:pos:R:3
H -1.967 -2.313 1.565
C 0.150 1.747 -0.406
H 1.836 -2.531 -1.589
H -0.373 3.081 1.260
N 0.247 1.415 -1.545
N 1.983 -1.692 -1.034
N -0.704 -0.575 -1.126
C -1.463 -1.535 2.181
C -0.055 0.118 -2.201
H 1.099 2.313 1.356
H 1.048 3.485 -0.046
H 2.123 -1.872 -0.062
C 0.415 2.754 0.555
H -0.489 -1.825 2.414
C -0.795 -0.280 0.050
H -2.193 0.439 1.433
C -1.449 -0.419 1.224
H -1.981 -1.303 3.010
H -0.848 0.228 -2.882
H 2.603 -0.963 -1.383
H 0.815 -0.273 -2.774
```

Output
- total charge = +1
- LUMO level (spin up / spin down) (eV) = -5.42 / -5.42

=====

(y)
DFT (ωB97M-V with the def2-TZVPD basis set) results for a gas-phase ion, C6H12N3 (charge +1).

The geometry in XYZ format:
```
21
Properties=species:S:1:pos:R:3
H 0.519 1.340 -1.874
H 2.992 0.005 -0.671
C -1.757 -0.085 1.047
H 2.874 0.914 0.817
N 0.164 0.668 -1.142
H 2.512 1.709 -0.946
C 2.399 0.801 -0.218
H -0.136 -2.713 0.378
H -3.083 -0.111 -0.593
C -1.994 0.092 -0.320
H -1.452 0.874 -2.281
N -0.105 -1.861 -0.170
C -1.207 0.439 -1.307
C -0.789 0.548 1.693
N 0.878 -1.020 0.225
H -0.200 1.250 1.071
H -0.933 -1.602 -0.746
H -2.444 -0.776 1.550
C 1.056 0.150 -0.344
H -0.667 0.584 2.743
H 1.375 -1.207 1.087
```

Output
- total charge = +1
- LUMO level (eV) = -3.47

=====

Most favorable structure: (w). The second most favorable one is 0.0263 hartree above it.